1.
The following is a quantum chemistry calculation of an isolated molecule of C17H22N4O3S2 at a distorted geometry, from the OMol25 dataset.

Results
LUMO level, eV: 0.515
Energy above the lowest of the compared OMol25 structures with the same formula, charge and spin, kcal per mole: 41.48
SMILES: CCN(C(=O)CSc1nnc(-c2ccccc2)n1C)[C@@H]1CCS(=O)(=O)C1
HOMO energy, eV: -8.5
HOMO-LUMO gap, eV: 9.0
DFT total energy, eV: -51759.356
Largest force on an atom, eV Å⁻¹: 1.16

Element x y z (Å)
C: -2.461 -0.950 2.695
H: -2.921 -1.448 3.544
H: -2.277 0.087 2.961
H: -1.501 -1.414 2.476
C: -3.377 -1.041 1.475
N: -2.712 -0.608 0.260
C: -2.080 -1.429 -0.605
O: -1.566 -1.022 -1.631
C: -2.010 -2.915 -0.258
H: -2.015 -3.115 0.809
H: -2.794 -3.475 -0.769
S: -0.426 -3.529 -0.913
C: 0.540 -2.318 -0.124
N: 0.220 -1.717 0.992
N: 1.163 -0.798 1.235
C: 2.044 -0.837 0.269
N: 1.693 -1.809 -0.635
C: 2.355 -2.251 -1.828
H: 2.262 -3.335 -1.907
H: 1.892 -1.798 -2.708
H: 3.407 -1.976 -1.781
C: 3.202 0.036 0.182
C: 3.596 0.608 -1.026
C: 4.692 1.450 -1.065
C: 5.400 1.731 0.091
C: 4.998 1.181 1.298
C: 3.902 0.341 1.347
H: 3.572 -0.089 2.280
H: 5.539 1.410 2.204
H: 6.257 2.387 0.054
H: 4.990 1.895 -2.003
H: 3.028 0.428 -1.926
C: -2.546 0.833 0.099
C: -1.098 1.287 0.044
H: -0.558 0.816 -0.771
H: -0.562 1.179 0.981
S: -1.314 3.040 -0.379
O: -0.309 3.487 -1.303
O: -1.490 3.808 0.824
C: -2.945 2.872 -1.206
C: -3.213 1.381 -1.175
H: -2.761 0.891 -2.038
H: -4.282 1.160 -1.172
H: -2.872 3.283 -2.207
H: -3.651 3.442 -0.610
H: -3.013 1.309 0.967
H: -3.738 -2.061 1.337
H: -4.257 -0.405 1.615

***

2.
The following is a quantum chemistry calculation of an isolated molecule of C4H4O, from the OMol25 dataset.

Results
LUMO level, eV: 0.962
Energy above the lowest of the compared OMol25 structures with the same formula, charge and spin, kcal per mole: 41.38
SMILES: C#CCC=O
HOMO energy, eV: -10.1
HOMO-LUMO gap, eV: 11.1
DFT total energy, eV: -6257.585
Largest force on an atom, eV Å⁻¹: 0.69

Element x y z (Å)
O: -0.881 1.516 0.161
C: -1.111 0.490 -0.421
C: -0.213 -0.753 -0.364
C: 1.027 -0.343 0.281
C: 1.741 0.364 0.943
H: -2.024 0.388 -1.035
H: -0.115 -1.197 -1.363
H: -0.728 -1.503 0.252
H: 2.304 1.038 1.547

***

3.
The following is a quantum chemistry calculation of a cluster of 3 separate species, C29H51F5N2O5S in total at a distorted geometry, from the OMol25 dataset.

Results
LUMO level (alpha / beta), eV: 0.453 / 0.442
2S+1: 3
HOMO energy (alpha / beta), eV: -8.3 / -9.2
HOMO-LUMO gap (alpha / beta), eV: 8.8 / 9.6
DFT total energy, eV: -68537.659
Largest force on an atom, eV Å⁻¹: 2.06

Element x y z (Å)
O: -1.636 -2.627 1.810
C: -1.894 -2.369 0.676
O: -2.940 -2.895 -0.030
C: -3.199 -1.893 -1.052
C: -4.028 -0.808 -0.340
C: -5.094 -0.261 -1.294
C: -4.645 0.975 -2.032
S: -4.015 2.179 -0.835
C: -1.764 -1.694 -1.420
C: -1.421 -0.690 -2.480
C: 0.056 -0.809 -2.932
C: 0.740 0.507 -3.324
C: 1.738 1.055 -2.364
F: 2.912 0.419 -2.506
F: 1.947 2.349 -2.650
C: 1.380 0.976 -0.883
F: 2.130 1.870 -0.228
F: 1.663 -0.214 -0.384
F: 0.110 1.275 -0.700
O: -1.181 -1.529 -0.113
H: -3.687 -2.250 -1.942
H: -4.522 -1.348 0.444
H: -3.446 -0.038 0.139
H: -5.254 -1.044 -2.017
H: -6.041 -0.108 -0.810
H: -3.993 0.733 -2.851
H: -5.502 1.436 -2.490
H: -4.366 3.386 -1.286
H: -1.323 -2.628 -1.754
H: -1.681 0.319 -2.199
H: -2.027 -0.947 -3.331
H: 0.619 -1.373 -2.207
H: 0.036 -1.409 -3.823
H: -0.007 1.234 -3.574
H: 1.313 0.304 -4.212
C: 6.683 -5.712 -1.742
C: 6.027 -5.312 -3.076
C: 6.969 -4.408 -3.871
C: 7.071 -2.996 -3.298
C: 5.681 -2.373 -3.172
C: 4.705 -3.235 -2.373
N: 4.708 -4.654 -2.842
O: 3.981 -4.764 -3.895
C: 5.055 -3.152 -0.873
C: 3.309 -2.647 -2.489
C: 5.839 -6.622 -3.829
H: 7.609 -6.252 -1.936
H: 6.953 -4.872 -1.108
H: 6.027 -6.369 -1.171
H: 6.620 -4.342 -4.906
H: 7.959 -4.867 -3.909
H: 7.577 -3.011 -2.329
H: 7.687 -2.379 -3.954
H: 5.755 -1.389 -2.703
H: 5.280 -2.208 -4.177
H: 4.564 -3.948 -0.312
H: 4.713 -2.203 -0.462
H: 6.123 -3.193 -0.671
H: 2.982 -2.550 -3.524
H: 3.293 -1.661 -2.053
H: 2.580 -3.261 -1.955
H: 5.121 -7.268 -3.322
H: 6.792 -7.148 -3.878
H: 5.496 -6.467 -4.849
C: -3.192 2.761 5.953
C: -2.951 3.242 4.511
C: -1.800 4.246 4.482
C: -2.180 5.607 5.060
C: -3.417 6.157 4.350
C: -4.599 5.187 4.363
N: -4.192 3.817 3.928
O: -4.144 3.787 2.638
C: -5.222 5.153 5.774
C: -5.695 5.721 3.451
C: -2.558 1.999 3.746
H: -2.292 2.275 6.331
H: -3.423 3.555 6.658
H: -4.002 2.033 5.986
H: -1.465 4.383 3.449
H: -0.950 3.832 5.028
H: -2.354 5.531 6.137
H: -1.349 6.303 4.934
H: -3.722 7.098 4.811
H: -3.151 6.389 3.314
H: -5.878 4.289 5.890
H: -5.823 6.046 5.939
H: -4.487 5.140 6.576
H: -5.341 5.890 2.436
H: -6.051 6.675 3.835
H: -6.541 5.034 3.410
H: -3.386 1.289 3.694
H: -1.726 1.511 4.250
H: -2.244 2.230 2.738

***

4.
The following is a quantum chemistry calculation of a structure of composition C30H23IrN4O3S4Te at a distorted geometry, from the OMol25 dataset.

Results
LUMO level (alpha / beta), eV: 1.796 / 1.383
Energy above the lowest of the compared OMol25 structures with the same formula, charge and spin, kcal per mole: 52.62
2S+1: 2
HOMO energy (alpha / beta), eV: -4.5 / -4.5
HOMO-LUMO gap (alpha / beta), eV: 6.3 / 5.9
DFT total energy, eV: -97063.637
Net charge: -1
Largest force on an atom, eV Å⁻¹: 1.85

Element x y z (Å)
Ir: 0.606 -0.525 0.722
O: 1.076 -1.974 4.700
C: 0.658 -1.670 3.586
N: 1.065 -0.639 2.817
C: 1.969 0.302 3.334
C: 2.223 0.501 4.692
C: 3.132 1.465 5.099
C: 3.797 2.228 4.154
C: 3.523 2.052 2.807
C: 2.593 1.093 2.398
N: 2.260 0.795 1.068
C: 2.775 1.510 0.057
O: 3.412 2.558 0.105
C: 2.588 0.850 -1.249
C: 3.400 1.200 -2.314
C: 3.255 0.530 -3.511
C: 2.291 -0.462 -3.592
C: 1.517 -0.739 -2.480
N: 1.662 -0.092 -1.318
C: -0.449 -2.470 3.010
C: -0.806 -3.678 3.585
C: -1.867 -4.377 3.045
C: -2.571 -3.796 2.000
C: -2.153 -2.570 1.517
N: -1.073 -1.935 1.979
H: 1.713 -0.107 5.418
H: 3.318 1.613 6.156
H: 4.523 2.970 4.464
H: 4.010 2.659 2.066
H: 4.124 1.987 -2.160
H: 3.884 0.769 -4.359
H: 2.132 -1.028 -4.499
H: 0.757 -1.498 -2.518
H: -0.236 -4.024 4.435
H: -2.149 -5.347 3.434
H: -3.424 -4.284 1.550
H: -2.695 -2.077 0.724
O: -0.996 -6.976 -1.343
C: -0.662 -5.847 -1.084
S: 0.802 -5.424 -0.190
C: 0.592 -3.677 -0.228
C: -0.498 -3.223 -0.847
S: -0.936 -1.551 -1.003
S: -1.591 -4.413 -1.542
S: 1.801 -2.718 0.553
C: -3.608 3.387 -4.640
C: -2.945 2.899 -3.378
C: -1.686 3.343 -3.009
C: -1.087 2.958 -1.808
C: 0.291 3.489 -1.514
C: -1.774 2.088 -0.944
Te: -1.004 1.625 0.996
C: -3.037 1.596 -1.328
C: -3.804 0.592 -0.501
C: -3.595 2.012 -2.532
H: -2.897 3.908 -5.281
H: -4.417 4.082 -4.401
H: -4.041 2.559 -5.203
H: -1.150 4.024 -3.663
H: 0.519 4.340 -2.159
H: 1.036 2.721 -1.700
H: 0.394 3.795 -0.475
H: -3.314 -0.382 -0.567
H: -4.826 0.492 -0.870
H: -3.831 0.875 0.549
H: -4.575 1.634 -2.812

***

Q: Look up the largest force on an atom of the fourth one.
A: 1.85 eV Å⁻¹

***

Q: Look up the DFT total energy of the third one.
A: -68537.659 eV

***

Q: The highest DFT total energy belongs to which entry?
A: C4H4O

***

Q: The highest DFT total energy belongs to which entry?
A: C4H4O